DFT (ωB97M-V with the def2-TZVPD basis set) results for a 11-piece molecular cluster, C15H52N6O11 overall at a distorted geometry.

Geometry as XYZ:
```
84
Properties=species:S:1:pos:R:3:forces:R:3:lowdin_charge:R:1
C 2.596267 2.448543 -2.150361 0.238 0.186 1.322 -0.174
O 3.541601 2.521507 -3.197487 -0.484 0.197 -0.497 -0.109
H 2.037817 1.512089 -2.094843 0.247 -0.251 -0.137 0.059
H 3.137979 2.612682 -1.209374 -0.282 -0.300 0.149 0.085
H 1.836755 3.233356 -2.141415 0.253 0.197 -0.764 0.078
H 4.334983 2.073249 -2.899978 0.011 -0.056 -0.044 0.074
C -2.412062 2.329706 2.476713 1.241 -1.158 -0.374 -0.134
O -3.175784 1.610680 1.507281 -0.487 0.719 -0.229 -0.126
H -1.465284 1.764713 2.511911 -0.058 0.188 0.819 0.049
H -2.061118 3.340931 2.261705 -0.818 0.156 -0.418 0.058
H -2.950312 2.296575 3.417511 0.067 -0.012 0.060 0.088
H -2.931682 1.888329 0.618422 0.078 0.067 0.031 0.081
C 1.017162 1.878536 4.442645 0.782 0.170 0.405 -0.127
O 0.396735 3.158706 4.478548 -0.549 -0.064 -0.142 -0.127
H 1.968167 2.018799 3.924753 -0.043 -0.381 -0.142 0.088
H 1.243172 1.504161 5.444064 -0.050 0.108 0.018 0.083
H 0.412443 1.113270 3.956051 -0.204 0.315 -0.222 0.057
H 0.356590 3.494450 5.376106 0.009 -0.102 0.039 0.093
C 0.603445 0.403516 0.783690 0.558 0.581 0.250 -0.141
O 0.027421 0.554055 -0.495017 -0.301 -0.342 0.001 -0.165
H -0.034679 -0.081513 1.526404 -0.168 -0.292 -0.334 0.065
H 1.560200 -0.124326 0.705461 -0.078 -0.150 0.133 0.076
H 0.823849 1.393856 1.197473 0.050 0.036 -0.119 0.068
H -0.760332 -0.035525 -0.564430 0.119 -0.037 0.000 0.024
C -3.116275 -2.248270 2.679484 0.376 0.084 0.271 -0.656
O -3.911704 -2.540213 1.810682 -0.215 0.078 -0.058 0.030
N -2.839426 -3.114866 3.720888 -0.133 0.238 -0.367 0.145
N -2.432604 -1.050084 2.699171 -0.749 -1.559 0.060 0.164
H -2.205090 -2.914967 4.468702 -0.050 0.076 0.059 0.080
H -3.459548 -3.898610 3.796249 0.100 -0.125 0.012 0.098
H -2.623463 -0.464921 1.898474 0.412 0.481 0.345 0.069
H -1.760042 -0.939673 3.430715 0.212 0.702 -0.268 0.081
C -0.870468 -4.711097 0.068595 -0.014 -0.431 0.158 -0.657
O -2.070537 -4.966064 0.131561 0.437 0.234 -0.177 0.007
N 0.099985 -5.616595 0.475196 -0.430 0.708 -0.100 0.145
N -0.359404 -3.534472 -0.386935 -0.390 -0.301 0.257 0.176
H 1.057940 -5.336327 0.350629 0.155 -0.445 -0.009 0.064
H -0.175421 -6.578959 0.509492 0.143 -0.080 0.035 0.093
H 0.639045 -3.403709 -0.428719 -0.045 0.267 -0.047 0.063
H -1.018857 -2.767844 -0.486890 0.350 0.041 -0.034 0.058
C -3.023427 -1.130630 -1.339134 0.069 -0.628 -0.709 -0.582
O -1.942456 -1.189753 -0.727555 -0.163 0.482 0.039 -0.039
N -3.279039 -0.144660 -2.265273 -0.342 -1.277 1.371 0.187
N -3.935490 -2.123227 -1.178447 0.523 0.639 -0.296 0.197
H -2.531351 0.488728 -2.494954 -0.180 0.319 -0.195 0.079
H -4.129041 -0.282244 -2.778669 0.196 0.629 -0.474 0.099
H -3.627729 -2.936490 -0.663777 -0.162 0.040 0.359 0.091
H -4.806025 -2.153536 -1.673464 -0.004 0.002 -0.018 0.106
C -0.729370 5.862149 1.455369 0.045 -0.195 0.897 -0.086
C 0.348394 4.789757 1.396251 -0.744 -0.843 0.134 -0.327
O 1.331112 4.952029 2.412475 -0.114 0.092 -0.437 -0.084
H -1.398680 5.678400 2.304966 -0.059 -0.146 -0.143 0.064
H -1.328415 5.886060 0.548024 0.059 0.261 -0.070 0.073
H -0.262114 6.811550 1.721571 0.002 0.154 -0.598 0.076
H 0.727673 4.698894 0.375686 0.713 0.357 0.260 0.107
H -0.084477 3.796413 1.594210 -0.265 0.157 -0.354 0.077
H 0.932441 4.464683 3.148116 0.479 0.095 0.281 0.034
C 5.102650 -3.788221 1.375580 -0.958 -0.146 0.837 -0.077
C 3.885504 -2.876752 1.156053 0.110 -0.507 -0.549 -0.291
O 2.683617 -3.647637 0.977206 -0.065 0.212 0.145 -0.108
H 4.767741 -4.756872 1.757043 -0.210 0.065 -0.054 0.072
H 5.663683 -3.367350 2.211774 0.693 0.006 -0.537 0.069
H 5.639188 -4.009122 0.459652 0.391 0.360 0.090 0.069
H 4.039925 -2.290159 0.247821 -0.127 0.109 0.065 0.103
H 3.739082 -2.190766 1.990197 0.130 0.016 0.043 0.106
H 2.101627 -3.409131 1.703732 -0.160 -0.183 -0.078 0.078
C -1.019911 3.392463 -4.661093 -0.009 0.447 -0.312 -0.087
C -0.460337 2.149133 -4.001272 -0.239 0.228 -0.222 -0.321
O -0.818703 2.139045 -2.621916 0.049 -0.388 -0.178 -0.107
H -0.886353 4.298974 -4.067281 -0.058 -0.239 0.332 0.076
H -2.078628 3.273861 -4.894892 -0.016 0.105 0.107 0.070
H -0.499317 3.629294 -5.593108 -0.048 -0.365 -0.071 0.075
H 0.623694 2.125999 -4.138842 0.033 -0.122 0.160 0.100
H -0.906867 1.278125 -4.499279 0.270 -0.080 -0.038 0.107
H -0.307378 1.438269 -2.181975 -0.054 0.398 0.246 0.033
C 1.500120 -2.134036 -4.485831 -0.574 -0.090 0.221 -0.081
C 0.951560 -2.502951 -3.112903 1.034 0.679 0.267 -0.296
O 1.883940 -2.082373 -2.078349 -0.582 0.200 -0.081 -0.106
H 0.901472 -2.666198 -5.230218 0.211 0.086 -0.173 0.075
H 2.558678 -2.339696 -4.616136 0.019 -0.257 0.095 0.073
H 1.346460 -1.065115 -4.619702 0.113 0.110 -0.191 0.062
H 0.809115 -3.569389 -2.956333 -0.274 -0.022 -0.259 0.102
H 0.027870 -1.932747 -2.988661 -0.248 -0.495 0.161 0.102
H 1.432111 -1.388481 -1.579757 0.229 -0.006 -0.017 0.048
```
Positions in Å, forces in eV/Å.

Computed properties:
- ΔE to the lowest compared entry with this formula, charge and spin (kcal per mole) = 67.9
- LUMO (eV) = 0.15
- Kohn-Sham gap (eV) = 9.5
- charge = 0
- SMILES string = NC(N)=O.NC(N)=O.NC(N)=O.CCO.CCO.CCO.CCO.CO.CO.CO.CO
- calculated total energy (hartree) = -1758.89389

---

DFT (ωB97M-V with the def2-TZVPD basis set) results for a 11-piece molecular cluster, C15H52O15S2 overall at a distorted geometry.

Geometry as XYZ:
```
84
Properties=species:S:1:pos:R:3:forces:R:3:lowdin_charge:R:1
O 14.585796 39.109992 -7.774816 0.260 0.607 -0.266 -0.250
S 15.046333 37.811091 -7.452660 -0.133 -1.565 -0.293 0.565
O 14.263287 36.991431 -6.574640 0.140 0.107 0.413 -0.294
O 15.179912 37.001898 -8.826201 -0.331 0.325 0.193 -0.292
C 15.246961 35.546331 -8.724891 0.150 0.185 -0.766 -0.240
C 15.613325 35.056023 -10.105458 -0.236 -0.178 -0.800 -0.066
C 16.761925 37.799080 -6.947381 -0.550 1.048 0.040 -0.102
H 14.267975 35.123265 -8.498477 0.009 0.303 0.486 0.105
H 15.982627 35.328849 -7.950252 -0.092 -0.413 -0.044 0.113
H 15.405000 33.988919 -10.216869 0.249 0.140 0.325 0.048
H 16.626861 35.279957 -10.437679 0.073 0.007 0.278 0.086
H 14.946175 35.497801 -10.855460 0.014 0.278 0.273 0.089
H 16.924983 37.041007 -6.193921 0.096 -0.279 -0.164 0.070
H 16.955202 38.782622 -6.520210 0.016 -0.043 0.091 0.072
H 17.328332 37.716054 -7.867520 0.265 -0.271 0.116 0.074
O 8.917787 30.651480 -6.944642 0.127 -0.722 -0.370 -0.261
S 8.925899 31.760649 -6.059343 1.235 0.419 0.059 0.560
O 7.728681 32.178208 -5.440919 -0.717 0.542 0.470 -0.251
O 9.969128 31.497707 -4.871702 -0.432 -0.154 0.142 -0.245
C 11.031687 30.585238 -5.112807 1.665 -0.468 -0.225 -0.273
C 12.192889 30.865202 -4.154232 0.227 -0.196 -0.621 -0.060
C 9.743676 33.091471 -6.899876 -0.408 -0.367 0.018 -0.118
H 11.468516 30.695731 -6.116988 -0.537 0.252 0.032 0.102
H 10.727737 29.538644 -5.037421 -0.406 0.215 0.105 0.126
H 12.415029 31.934123 -4.158723 -0.364 -0.105 0.555 0.055
H 13.095585 30.419832 -4.592111 -0.194 -0.188 0.019 0.072
H 12.087898 30.415352 -3.171465 -0.254 0.393 0.194 0.080
H 9.234962 33.103104 -7.858279 0.150 0.377 -0.169 0.048
H 10.788830 32.828247 -7.031914 -0.001 -0.179 -0.120 0.045
H 9.665728 34.028553 -6.359298 -0.219 -0.012 0.109 0.080
C 11.775099 37.016928 -9.245263 0.299 -1.177 -0.495 -0.074
O 11.202908 35.682246 -9.248905 0.231 0.472 0.410 -0.171
H 11.753774 37.446741 -8.246479 -0.139 0.219 -0.116 0.089
H 12.814853 36.864045 -9.536411 -0.014 0.258 0.106 0.061
H 11.317859 37.629383 -10.028015 -0.204 0.121 0.389 0.086
H 10.514441 35.620457 -8.571886 -0.145 0.208 -0.285 0.055
C 13.455589 29.047251 -8.050477 -0.290 1.008 0.616 -0.170
O 14.615779 28.728105 -8.762678 0.248 -0.282 -0.443 -0.115
H 12.723134 28.242523 -8.039331 -0.106 -0.024 0.033 0.087
H 13.738557 29.308125 -7.026477 0.103 -0.420 0.041 0.073
H 12.998858 29.982513 -8.408423 -0.219 -0.271 -0.303 0.065
H 14.338327 28.406381 -9.630435 0.292 0.049 0.018 0.078
C 15.004627 30.433808 -12.576223 0.713 -0.315 0.980 -0.130
O 15.535769 29.565807 -11.557933 -0.369 0.082 -0.049 -0.145
H 15.660269 31.309503 -12.623321 -0.308 0.128 -0.334 0.075
H 15.052792 29.872082 -13.503820 -0.147 0.117 -0.102 0.078
H 13.982548 30.726494 -12.325109 -0.006 0.063 -0.262 0.062
H 15.433482 30.020357 -10.709158 0.024 0.019 -0.070 0.027
C 7.445193 32.329853 -10.874267 -0.350 1.045 -1.679 -0.125
O 6.339327 32.460363 -11.809507 0.217 -0.166 0.369 -0.134
H 7.221537 32.871816 -9.955668 0.072 -0.598 0.344 0.077
H 7.648464 31.269395 -10.831391 -0.005 -0.066 0.623 0.091
H 8.308710 32.827277 -11.337982 0.160 -0.214 0.348 0.046
H 6.100648 33.389236 -11.866900 0.001 -0.009 0.016 0.056
C 16.561311 32.121493 -9.095926 0.263 -0.464 0.613 -0.140
O 15.182730 31.958176 -9.430866 0.268 0.090 0.074 -0.153
H 16.692130 32.840213 -8.275440 -0.042 -0.055 -0.154 0.079
H 16.990705 31.162160 -8.775854 -0.061 0.147 -0.040 0.089
H 17.147395 32.472421 -9.944300 -0.362 0.002 -0.177 0.084
H 14.707584 31.874785 -8.591865 -0.033 -0.055 -0.198 0.065
C 8.376003 35.705570 -10.334102 -1.129 1.676 0.703 -0.124
O 8.444301 35.465386 -8.913938 0.554 -0.555 -0.389 -0.136
H 9.136543 35.224817 -10.929739 0.128 -0.532 0.384 0.073
H 7.356118 35.482703 -10.660995 0.230 -0.346 -0.328 0.077
H 8.492046 36.790355 -10.472803 0.146 -0.184 -0.290 0.086
H 7.876183 36.109913 -8.485352 -0.085 -0.025 -0.018 0.091
C 10.650223 31.812614 -13.422326 -0.288 0.682 0.190 -0.152
O 9.334352 31.436106 -13.848881 0.595 0.091 0.220 -0.115
H 11.152224 32.425575 -14.181404 0.011 -0.343 -0.125 0.077
H 10.618716 32.445897 -12.526037 -0.117 -0.232 0.029 0.053
H 11.246532 30.935715 -13.173462 -0.097 -0.113 -0.225 0.071
H 8.718869 32.039739 -13.425034 -0.174 -0.118 -0.063 0.046
C 12.969013 34.070757 -5.933888 -0.796 -0.288 0.708 -0.136
O 13.507380 32.755991 -6.175775 0.409 0.795 -0.176 -0.143
H 13.677244 34.820626 -5.585376 0.338 -0.221 -0.183 0.067
H 12.461992 34.467218 -6.811581 0.248 -0.276 -0.264 0.065
H 12.201188 33.956982 -5.153677 0.007 0.263 -0.095 0.080
H 13.977758 32.537931 -5.360459 -0.018 -0.186 -0.328 0.069
C 12.074149 32.748028 -9.978803 0.479 -0.220 -0.274 -0.140
O 10.676677 33.023562 -9.924112 0.740 0.557 -0.337 -0.137
H 12.426583 32.301546 -9.043450 -0.044 0.085 0.048 0.057
H 12.362954 32.073359 -10.793428 -0.505 -0.207 0.094 0.066
H 12.659516 33.647878 -10.195315 -0.130 0.089 0.330 0.076
H 10.688954 33.998146 -9.876000 -0.396 -0.361 0.033 0.025
```
Positions in Å, forces in eV/Å.

Computed properties:
- LUMO (eV) = 0.07
- Kohn-Sham gap (eV) = 10.2
- charge = 0
- SMILES string = CCOS(C)(=O)=O.CCOS(C)(=O)=O.CO.CO.CO.CO.CO.CO.CO.CO.CO
- calculated total energy (hartree) = -2527.47383